[1]
C29H37MoN3O2SeSi3 as an isolated structure in a non-equilibrium geometry, computed with the ωB97M-V functional and the def2-TZVPD basis.

Each line ends with the Mulliken spin population.
Cartesian coordinates (Å):
Mo (-0.04, -0.32, 0.43)  2.04
C (3.05, -0.62, -1.66)  0.01
Si (2.45, 0.03, -0.01)  -0.14
C (3.51, -0.82, 1.31)  0.04
C (2.91, 1.85, 0.01)  -0.01
C (4.24, 2.29, 0.08)  0.01
C (4.55, 3.64, 0.05)  0.00
C (3.53, 4.58, -0.06)  0.00
C (2.21, 4.16, -0.13)  0.00
C (1.88, 2.80, -0.09)  -0.02
Si (0.09, 2.18, -0.13)  -0.10
C (-0.69, 2.82, -1.70)  0.00
C (-0.72, 3.15, 1.27)  0.02
H (4.13, -0.45, -1.74)  0.00
H (2.56, -0.11, -2.49)  0.00
H (2.85, -1.69, -1.76)  0.00
H (4.50, -1.03, 0.90)  0.00
H (3.08, -1.78, 1.63)  0.00
H (3.64, -0.19, 2.19)  0.00
H (5.05, 1.57, 0.15)  0.00
H (5.58, 3.97, 0.10)  0.00
H (3.76, 5.64, -0.08)  0.00
H (1.43, 4.91, -0.21)  0.00
H (-0.58, 3.91, -1.70)  0.00
H (-1.75, 2.58, -1.75)  0.00
H (-0.20, 2.44, -2.60)  0.00
H (-0.62, 4.22, 1.05)  0.00
H (-0.25, 2.96, 2.23)  0.00
H (-1.79, 2.93, 1.35)  0.00
C (0.33, 5.76, 4.52)  0.00
O (0.20, 5.03, 5.73)  0.00
C (-0.79, 4.11, 5.80)  0.00
C (-0.87, 3.39, 6.99)  0.00
C (-1.85, 2.43, 7.15)  0.00
C (-2.72, 2.13, 6.11)  0.00
C (-2.65, 2.86, 4.94)  0.00
C (-1.70, 3.86, 4.78)  0.00
N (-3.72, 1.12, 6.41)  0.00
N (-4.11, 0.30, 5.57)  0.00
C (-3.50, 0.22, 4.27)  0.02
C (-4.34, 0.14, 3.19)  -0.02
C (-3.87, 0.18, 1.86)  0.03
C (-2.52, 0.25, 1.61)  -0.05
O (-1.97, 0.42, 0.41)  -0.02
C (-1.64, 0.16, 2.73)  0.00
N (-0.30, 0.13, 2.42)  -0.05
C (0.59, 0.17, 3.39)  0.13
C (0.21, 0.13, 4.74)  -0.04
C (-1.11, 0.09, 5.07)  0.07
C (-2.10, 0.16, 4.06)  0.02
H (1.17, 6.44, 4.66)  0.00
H (-0.57, 6.34, 4.30)  0.00
H (0.55, 5.09, 3.68)  0.00
H (-0.17, 3.62, 7.79)  0.00
H (-1.93, 1.88, 8.08)  0.00
H (-3.36, 2.68, 4.13)  0.00
H (-1.67, 4.41, 3.85)  0.00
H (-5.40, 0.12, 3.39)  0.00
H (-4.56, 0.20, 1.03)  0.00
H (1.63, 0.20, 3.09)  -0.01
H (0.98, 0.12, 5.50)  0.00
H (-1.41, 0.00, 6.11)  0.00
C (-0.85, -5.02, 1.42)  0.00
Si (0.13, -4.70, -0.10)  0.01
C (1.91, -5.11, 0.15)  0.00
C (-0.60, -5.53, -1.58)  0.00
Se (-0.01, -2.46, -0.58)  0.02
H (-0.86, -6.10, 1.62)  0.00
H (-1.88, -4.69, 1.31)  0.00
H (-0.42, -4.52, 2.28)  0.00
H (2.03, -6.19, 0.27)  0.00
H (2.29, -4.63, 1.05)  0.00
H (2.53, -4.79, -0.69)  0.00
H (-0.55, -6.62, -1.47)  0.00
H (-0.06, -5.25, -2.49)  0.00
H (-1.64, -5.24, -1.70)  0.00

Properties
- Maximum force: 1.0 eV/A
- Spin multiplicity: 3
- Gap between HOMO and LUMO (alpha / beta): 6.367 / 6.394 eV
- <S²>: 2.040
- Molar mass: 718.79 g mol⁻¹
- Electronic energy: -130074.3482 eV

[2]
A 2-piece molecular cluster, C29H37N2 overall in a non-equilibrium geometry, computed with the ωB97M-V functional and the def2-TZVPD basis.

Each line ends with the natural charge from an NBO analysis.
Cartesian coordinates (Å):
C (-5.65, 0.98, 2.24)  -0.22
C (-5.07, -0.14, 2.85)  -0.19
C (-3.71, -0.13, 3.18)  -0.20
C (-2.93, 1.00, 2.91)  -0.07
C (-1.46, 0.96, 3.24)  -0.24
N (-0.62, 1.75, 2.32)  -0.30
C (0.26, 2.78, 2.91)  -0.24
C (1.74, 2.64, 2.62)  -0.09
C (2.48, 3.79, 2.31)  -0.20
C (3.81, 3.69, 1.90)  -0.20
C (4.41, 2.43, 1.83)  -0.20
C (3.72, 1.29, 2.26)  -0.21
C (2.38, 1.40, 2.66)  -0.16
C (-0.77, 1.63, 1.01)  0.25
C (-0.14, 2.46, 0.06)  -0.35
C (0.28, 1.99, -1.16)  0.01
C (1.33, 2.66, -1.92)  -0.06
C (2.23, 1.94, -2.75)  -0.19
C (3.21, 2.60, -3.48)  -0.20
C (3.33, 4.00, -3.39)  -0.16
C (2.48, 4.72, -2.54)  -0.21
C (1.50, 4.06, -1.81)  -0.17
C (-3.53, 2.15, 2.37)  -0.25
C (-4.88, 2.13, 2.00)  -0.14
H (-6.70, 0.96, 1.96)  0.23
H (-5.66, -1.03, 3.06)  0.23
H (-3.23, -0.98, 3.65)  0.22
H (-1.27, 1.33, 4.26)  0.23
H (-1.12, -0.09, 3.20)  0.23
H (-0.07, 3.77, 2.57)  0.22
H (0.09, 2.74, 4.00)  0.23
H (1.98, 4.76, 2.37)  0.21
H (4.36, 4.59, 1.63)  0.23
H (5.44, 2.34, 1.46)  0.23
H (4.21, 0.31, 2.27)  0.23
H (1.83, 0.51, 2.98)  0.20
H (-1.40, 0.80, 0.66)  0.24
H (0.04, 3.51, 0.34)  0.23
H (-0.03, 1.00, -1.50)  0.23
H (2.14, 0.85, -2.79)  0.22
H (3.89, 2.04, -4.12)  0.23
H (4.06, 4.53, -4.01)  0.23
H (2.57, 5.81, -2.46)  0.23
H (0.82, 4.63, -1.16)  0.21
H (-2.94, 3.06, 2.24)  0.21
H (-5.33, 3.01, 1.54)  0.22
C (-1.15, 0.24, -5.40)  -0.60
C (-2.25, 0.64, -4.42)  -0.41
C (-1.90, 1.87, -3.59)  -0.20
N (-2.69, 2.07, -2.40)  -0.67
C (-3.02, 3.42, -2.00)  -0.20
C (-4.42, 3.62, -1.41)  -0.41
C (-4.58, 4.98, -0.74)  -0.61
H (-1.40, -0.70, -5.88)  0.22
H (-1.02, 0.99, -6.19)  0.21
H (-0.19, 0.11, -4.89)  0.20
H (-3.17, 0.86, -4.98)  0.21
H (-2.48, -0.20, -3.75)  0.19
H (-0.85, 1.81, -3.26)  0.15
H (-1.95, 2.78, -4.22)  0.18
H (-3.45, 1.41, -2.29)  0.37
H (-2.26, 3.74, -1.27)  0.15
H (-2.91, 4.09, -2.87)  0.18
H (-5.16, 3.54, -2.22)  0.21
H (-4.64, 2.82, -0.69)  0.20
H (-5.58, 5.09, -0.31)  0.22
H (-3.85, 5.12, 0.07)  0.19
H (-4.44, 5.80, -1.46)  0.22

Properties
- Maximum force: 1.6 eV/A
- Gap between HOMO and LUMO: 6.600 eV
- Molar mass: 413.63 g mol⁻¹
- Charge: +1
- Electronic energy: -33646.7671 eV
- ΔE to the lowest compared entry with this formula, charge and spin: 0.00 kcal/mol

[3]
A 7-piece molecular cluster, C29H37N6O overall in a non-equilibrium geometry, computed with the ωB97M-V functional and the def2-TZVPD basis.

Each line ends with the Mulliken charge.
Cartesian coordinates (Å):
N (-0.41, -0.10, 0.23)  0.90
H (-0.89, -0.76, -0.44)  0.27
H (-0.57, -0.56, 1.16)  0.77
H (-0.93, 0.81, 0.22)  0.64
H (0.56, -0.02, -0.06)  0.21
C (2.84, 1.92, 3.59)  -0.65
C (1.57, 1.53, 4.33)  -0.40
C (0.53, 2.03, 3.35)  -0.51
O (1.05, 1.68, 2.06)  -0.12
C (2.50, 1.60, 2.14)  -0.34
H (3.77, 1.50, 3.94)  0.37
H (2.96, 3.00, 3.65)  0.29
H (1.50, 2.06, 5.28)  0.36
H (1.40, 0.46, 4.46)  0.08
H (0.44, 3.12, 3.43)  0.28
H (-0.49, 1.64, 3.39)  0.31
H (2.91, 2.33, 1.45)  0.27
H (2.77, 0.57, 1.89)  0.15
N (-1.15, -1.70, 2.51)  -0.40
C (-0.16, -1.89, 3.38)  -0.32
C (-0.33, -2.64, 4.55)  -0.89
C (-1.54, -3.24, 4.82)  -0.16
C (-2.60, -2.97, 3.95)  -0.82
C (-2.34, -2.21, 2.83)  -0.23
H (0.81, -1.49, 3.11)  0.59
H (0.49, -2.81, 5.24)  0.38
H (-1.68, -3.86, 5.69)  0.41
H (-3.58, -3.41, 4.08)  0.39
H (-3.14, -1.94, 2.14)  0.46
N (-2.03, 2.19, -0.37)  -0.35
C (-2.67, 2.12, -1.54)  0.02
C (-3.46, 3.15, -2.04)  -0.85
C (-3.71, 4.22, -1.20)  -0.21
C (-3.07, 4.32, 0.03)  -0.82
C (-2.27, 3.26, 0.39)  -0.18
H (-2.49, 1.26, -2.17)  0.29
H (-3.86, 3.08, -3.04)  0.43
H (-4.42, 4.99, -1.48)  0.39
H (-3.13, 5.19, 0.66)  0.42
H (-1.74, 3.25, 1.34)  0.30
N (1.33, 1.58, -1.83)  0.30
C (1.32, 2.88, -1.53)  0.01
C (1.97, 3.85, -2.30)  -1.04
C (2.72, 3.42, -3.37)  -0.24
C (2.74, 2.07, -3.71)  -1.02
C (2.01, 1.20, -2.91)  -0.05
H (0.69, 3.22, -0.72)  0.37
H (1.86, 4.87, -1.95)  0.43
H (3.23, 4.12, -4.01)  0.37
H (3.25, 1.69, -4.58)  0.44
H (1.92, 0.15, -3.18)  0.42
N (1.75, -1.79, -0.68)  0.28
C (2.98, -1.59, -1.17)  -0.26
C (3.78, -2.55, -1.77)  -0.91
C (3.34, -3.86, -1.72)  -0.25
C (2.09, -4.12, -1.18)  -0.93
C (1.34, -3.07, -0.71)  -0.02
H (3.38, -0.59, -1.06)  0.41
H (4.73, -2.25, -2.20)  0.44
H (3.98, -4.66, -2.10)  0.40
H (1.75, -5.15, -1.11)  0.41
H (0.36, -3.30, -0.30)  0.35
N (-1.69, -1.66, -1.81)  -0.33
C (-1.38, -1.47, -3.10)  -0.13
C (-1.93, -2.16, -4.15)  -0.86
C (-2.83, -3.18, -3.86)  -0.23
C (-3.21, -3.36, -2.54)  -0.70
C (-2.60, -2.61, -1.54)  -0.31
H (-0.73, -0.63, -3.32)  0.37
H (-1.64, -1.92, -5.16)  0.42
H (-3.29, -3.77, -4.63)  0.40
H (-3.87, -4.17, -2.25)  0.39
H (-2.76, -2.87, -0.50)  0.34

Properties
- Maximum force: 1.3 eV/A
- Gap between HOMO and LUMO: 10.209 eV
- Molar mass: 485.66 g mol⁻¹
- Charge: +1
- Electronic energy: -41656.0504 eV
- ΔE to the lowest compared entry with this formula, charge and spin: 0.85 kcal/mol